Formula: C24H25CoGeN3O5Se
Source: the OMol25 dataset
Level of theory: ωB97M-V/def2-TZVPD

The spin multiplicity is 2. Its expectation value of S² is 0.76. For the highest occupied orbital energy (alpha / beta), the calculation gives -7.511 / -8.116 eV. The energy relative to the best compared isomer or geometry (same formula, charge and spin) is 0.00 kcal per mole.

```
60
Properties=species:S:1:pos:R:3:forces:R:3:mulliken_spin:R:1
Co -0.774 0.020 0.630 0.0 0.2 -0.3 0.985
O -3.336 1.772 -4.383 0.0 -0.1 -0.1 0.000
C -2.736 1.329 -3.255 0.0 -0.1 0.0 0.000
C -2.650 -0.030 -2.943 -0.1 0.0 -0.2 0.002
C -2.025 -0.381 -1.768 -0.1 -0.3 0.0 0.004
N -1.528 0.550 -0.978 0.0 0.1 0.0 -0.034
C -1.584 1.847 -1.248 0.1 0.1 0.1 0.008
C -2.195 2.290 -2.399 0.0 0.1 0.0 0.001
C -0.893 2.673 -0.152 0.1 -0.2 0.0 -0.003
O -0.845 3.883 -0.250 0.0 0.0 0.0 -0.001
O -0.400 1.925 0.780 -0.1 0.3 0.1 -0.007
C -1.789 -1.789 -1.202 0.2 0.1 0.0 -0.004
O -2.126 -2.764 -1.848 -0.1 0.0 0.0 -0.001
O -1.182 -1.761 -0.064 -0.3 -0.3 0.0 -0.005
H -3.677 1.025 -4.889 0.0 0.1 0.0 0.000
H -3.049 -0.806 -3.587 0.0 0.0 0.0 0.000
H -2.246 3.345 -2.628 0.0 0.0 0.0 0.000
C 1.505 -1.194 4.023 0.1 0.0 -0.2 0.000
C 1.128 -0.766 2.744 0.3 0.0 -0.1 -0.010
N -0.119 -0.523 2.401 0.0 -0.1 0.3 -0.021
C -1.078 -0.671 3.346 -0.2 0.0 0.1 0.005
C -0.796 -1.098 4.646 -0.1 0.0 0.1 -0.002
C 0.542 -1.369 4.973 -0.1 0.0 0.1 -0.001
C -1.867 -1.238 5.596 0.1 0.0 0.0 0.000
C -3.139 -0.960 5.256 -0.1 0.0 -0.1 0.001
C -3.461 -0.503 3.932 -0.1 0.0 0.1 0.003
C -4.771 -0.183 3.530 0.0 0.0 0.1 -0.002
C -4.994 0.254 2.254 0.0 0.0 -0.1 0.004
C -3.900 0.373 1.383 -0.1 0.0 -0.1 0.002
N -2.672 0.078 1.736 0.1 0.0 0.0 0.045
C -2.444 -0.358 2.986 0.1 0.0 0.1 -0.002
H 2.548 -1.381 4.234 0.0 0.0 0.0 0.000
H 1.878 -0.611 1.978 0.0 0.0 0.0 0.002
H 0.796 -1.706 5.971 0.0 0.0 0.0 0.000
H -1.622 -1.575 6.596 0.0 0.0 0.0 0.000
H -3.939 -1.068 5.978 0.0 0.0 0.0 0.000
H -5.587 -0.286 4.234 0.0 0.0 0.0 0.000
H -5.986 0.510 1.911 0.0 0.0 0.0 -0.001
H -4.040 0.723 0.365 0.0 0.0 0.0 0.002
C 4.432 0.957 -4.642 0.0 0.0 0.0 0.002
Ge 4.053 0.634 -2.753 -0.1 0.0 0.0 0.002
C 4.427 2.201 -1.654 0.0 0.0 0.0 0.000
C 5.094 -0.898 -2.133 0.0 0.0 0.0 0.001
C 2.133 0.263 -2.509 -0.1 0.1 0.0 0.006
Se 1.756 -0.349 -0.689 0.1 -0.1 0.0 0.017
C 1.750 -2.257 -1.043 0.0 0.1 0.0 0.003
H 5.495 1.158 -4.784 0.0 0.0 0.0 0.000
H 3.867 1.813 -5.013 0.0 0.0 0.0 0.000
H 4.165 0.080 -5.234 0.0 0.0 0.0 0.000
H 5.495 2.419 -1.619 0.0 0.0 0.0 0.000
H 4.077 2.016 -0.637 0.0 0.0 0.0 0.000
H 3.907 3.077 -2.043 0.0 0.0 0.0 0.000
H 6.160 -0.676 -2.195 0.0 0.0 0.0 0.000
H 4.893 -1.781 -2.741 0.0 0.0 0.0 0.000
H 4.845 -1.117 -1.093 0.0 0.0 0.0 -0.001
H 1.736 -0.484 -3.196 0.0 0.0 0.0 0.000
H 1.560 1.182 -2.643 0.0 0.0 0.0 0.000
H 2.736 -2.578 -1.372 0.0 0.0 0.0 0.000
H 0.990 -2.488 -1.785 0.0 0.0 0.0 0.001
H 1.479 -2.751 -0.113 0.0 0.0 0.0 0.000
```
Positions in Å, forces in eV/Å.